# 1
Here is the molecule C6H4O from OMol25. Energies are from wB97M-V/def2-TZVPD.

Its relative energy (zero: lowest compared OMol25 entry of this formula, charge and spin) is 409.75 kJ/mol. The LUMO energy comes out at -0.9 eV. As for the orbital gap: 9.82 eV. The maximum force comes out at 0.66 eV Å⁻¹.

Geometry as XYZ:
```
11
Properties=species:S:1:pos:R:3:nbo_charge:R:1
C 1.3469 -0.1688 -1.4096 -0.6038
C -0.6813 1.1038 -0.8750 0.3520
C 0.1593 0.1543 -0.5371 -0.4860
C -0.0850 -0.5579 0.7498 0.5096
O 0.5918 -1.4917 1.1238 -0.4803
C -1.1898 0.0013 1.5253 -0.1397
C -2.0939 0.5992 2.0519 -0.1083
H 1.2357 -1.1610 -1.8428 0.2377
H 2.2441 -0.1589 -0.7930 0.2406
H 1.4795 0.5465 -2.2255 0.2329
H -2.8847 1.1587 2.5066 0.2453
```

---

# 2
Here is a structure of composition C6H4O in a non-equilibrium geometry from OMol25. Energies are from wB97M-V/def2-TZVPD.

Its relative energy (zero: lowest compared OMol25 entry of this formula, charge and spin) is 520.87 kJ/mol. The LUMO energy (alpha / beta) comes out at -1.0 / -1.0 eV. As for the orbital gap (alpha / beta): 8.41 / 8.41 eV. The maximum force comes out at 4.99 eV Å⁻¹.

Geometry as XYZ:
```
11
Properties=species:S:1:pos:R:3:nbo_charge:R:1
C 2.1672 1.5098 -0.1563 -0.1311
C -0.0958 -1.9012 1.7111 -0.1139
C 1.1668 0.8261 -0.0603 -0.0452
C -0.1280 -1.0149 0.8926 -0.0631
C -1.2882 0.2860 -0.9403 -0.0459
C -0.0136 0.0230 -0.0028 0.0638
O -0.6459 -0.6920 -1.6487 -0.5062
H 2.8242 2.3408 -0.0406 0.2439
H -0.1266 -2.6113 2.4943 0.2390
H -2.4144 0.0112 -0.6973 0.1772
H -1.4456 1.2225 -1.5517 0.1816
```

---

# 3
Here is the molecule C6H4O from OMol25. Energies are from wB97M-V/def2-TZVPD.

Its relative energy (zero: lowest compared OMol25 entry of this formula, charge and spin) is 436.23 kJ/mol. The LUMO energy comes out at -0.9 eV. As for the orbital gap: 9.37 eV. The maximum force comes out at 0.84 eV Å⁻¹.

Geometry as XYZ:
```
11
Properties=species:S:1:pos:R:3:nbo_charge:R:1
C -2.3304 -0.1428 -0.7994 -0.7002
C -0.9919 0.0943 -0.2691 0.1565
C 0.1093 0.2792 0.1899 -0.1723
C 1.3818 0.5216 0.8142 0.5170
O 1.7092 1.5531 1.3363 -0.4479
C 2.0302 -1.1773 1.2589 0.0603
C 2.6877 -0.4835 0.4313 -0.4410
H -2.6177 0.6483 -1.4986 0.2485
H -3.0552 -0.1491 0.0211 0.2522
H -2.3845 -1.1057 -1.3154 0.2453
H 3.4614 -0.0381 -0.1692 0.2817
```

---

# 4
Here is the molecule C6H4O from OMol25. Energies are from wB97M-V/def2-TZVPD.

Its relative energy (zero: lowest compared OMol25 entry of this formula, charge and spin) is 344.50 kJ/mol. As for the SMILES: C#CC(=O)C#CC. The LUMO energy comes out at -0.2 eV. As for the orbital gap: 9.84 eV. The maximum force comes out at 0.78 eV Å⁻¹.

Geometry as XYZ:
```
11
Properties=species:S:1:pos:R:3:nbo_charge:R:1
C 3.3650 -0.5844 0.7558 -0.1228
C 2.2490 -0.2244 0.4932 -0.1163
C 0.8731 0.2019 0.3715 0.4579
O 0.1984 0.3126 1.3786 -0.5014
C 0.2333 0.4431 -0.9291 -0.2121
C -0.9684 0.3177 -1.0971 0.1962
C -2.3031 0.1382 -0.5502 -0.7112
H 4.3504 -0.8999 1.0135 0.2388
H -2.8865 1.0631 -0.5307 0.2501
H -1.9904 -0.0752 0.4927 0.2796
H -2.8764 -0.6946 -0.9650 0.2413
```

---

# 5
Here is the molecule C6H4O in a non-equilibrium geometry from OMol25. Energies are from wB97M-V/def2-TZVPD.

Its relative energy (zero: lowest compared OMol25 entry of this formula, charge and spin) is 273.88 kJ/mol. As for the SMILES: C#Cc1ccco1. The LUMO energy comes out at 1.1 eV. As for the orbital gap: 9.65 eV. The maximum force comes out at 4.46 eV Å⁻¹.

Geometry as XYZ:
```
11
Properties=species:S:1:pos:R:3:nbo_charge:R:1
C -2.3686 1.4747 -1.0008 -0.1772
C -1.3605 0.9072 -0.6745 -0.0602
C -0.2006 0.2145 -0.2434 0.2247
C -0.0515 -0.5215 0.8826 -0.2838
C 1.2810 -1.0597 0.9732 -0.2934
C 1.8962 -0.6250 -0.1398 0.0389
O 0.8992 0.2384 -0.9698 -0.4487
H -3.2743 1.9671 -1.2682 0.2363
H -0.8407 -0.6616 1.5893 0.2295
H 1.6067 -1.6790 1.8138 0.2550
H 2.4130 -0.2551 -0.9623 0.2789
```

---

# 6
Here is the molecule C6H4O in a non-equilibrium geometry from OMol25. Energies are from wB97M-V/def2-TZVPD.

Its relative energy (zero: lowest compared OMol25 entry of this formula, charge and spin) is 291.94 kJ/mol. As for the SMILES: C#Cc1ccco1. The LUMO energy comes out at 0.2 eV. As for the orbital gap: 8.31 eV. The maximum force comes out at 2.31 eV Å⁻¹.

Geometry as XYZ:
```
11
Properties=species:S:1:pos:R:3:nbo_charge:R:1
C -2.0577 -1.0744 0.8782 -0.0295
C -1.5238 -1.4873 -0.1469 -0.1229
C -0.3254 -0.6517 -0.3099 0.2560
C 0.7787 -0.4757 0.4613 -0.3509
C 1.3621 0.7377 0.0063 -0.3078
C 0.6183 1.2411 -0.9980 0.0740
O -0.4026 0.3879 -1.2920 -0.4242
H -2.4900 -0.5502 1.6982 0.2382
H 1.1884 -1.0561 1.2835 0.2365
H 2.2387 1.1809 0.4306 0.2224
H 0.7064 2.2216 -1.4545 0.2082
```